No. 1
18
Properties=species:S:1:pos:R:3 method="wB97M-V/def2-TZVPD" gap_ev="8.39 / 8.30" homo_ev="-7.5215 / -7.4406"
C -1.43 -1.81 -1.49
O -1.28 -0.52 -1.28
C -0.76 -0.02 -0.21
C 0.46 -0.51 0.54
N 0.68 0.90 0.94
C 2.02 1.41 0.84
C -0.30 1.40 -0.04
H -0.74 -2.49 -0.99
H -1.92 -2.06 -2.41
H -2.40 -1.72 0.31
H -2.19 -1.08 0.72
H 0.34 -1.21 1.37
H 1.23 -0.90 -0.15
H 2.46 1.28 -0.17
H 2.67 0.90 1.56
H 2.02 2.48 1.08
H 0.16 1.82 -0.96
H -1.02 2.13 0.36

***

No. 2
18
Properties=species:S:1:pos:R:3 method="wB97M-V/def2-TZVPD" gap_ev=4.02 homo_ev=-7.1820
C 1.04 2.22 -1.80
C 1.07 1.75 -0.32
C 1.69 0.47 -0.18
C 1.66 -0.47 0.84
C -3.41 -3.59 2.95
N -2.12 -3.21 3.46
H 0.07 2.19 -2.28
H 1.27 3.31 -1.87
H 1.67 1.61 -2.32
H 0.11 1.90 0.22
H 2.29 0.15 -1.00
H 0.86 -0.29 1.64
H 2.39 -1.24 0.87
H -3.55 -3.21 1.84
H -3.98 -4.38 3.49
H -2.87 -2.40 3.68
H 0.89 2.69 -5.05
O 0.92 2.50 -4.16

***

No. 3
18
Properties=species:S:1:pos:R:3 method="wB97M-V/def2-TZVPD" gap_ev=9.88 homo_ev=-9.0267 smiles="CCCNCC=O"
C 0.87 -0.99 -0.87
C -0.47 -1.75 -0.89
C 0.72 0.65 -1.01
N -0.28 1.38 -0.31
C 0.10 1.47 1.11
C -0.93 0.66 1.95
O -2.15 0.76 1.81
H 1.49 -1.33 -1.69
H 1.38 -1.29 0.12
H -0.63 -2.84 -1.19
H -1.21 -1.37 -1.67
H -0.86 -1.62 0.12
H 0.80 0.97 -2.02
H 1.66 0.91 -0.70
H -1.06 0.82 -0.38
H -0.12 2.46 1.60
H 1.16 1.19 1.30
H -0.45 -0.06 2.72

***

No. 4
18
Properties=species:S:1:pos:R:3 method="wB97M-V/def2-TZVPD" gap_ev="8.40 / 8.30" homo_ev="-7.5184 / -7.4296"
C -0.71 -0.92 2.49
O -1.07 -0.94 1.23
C -0.69 -0.07 0.35
C 0.68 0.53 0.16
N 0.34 0.65 -1.27
C 1.35 0.25 -2.22
C -0.85 -0.22 -1.14
H 0.23 -0.45 2.76
H -1.16 -1.70 3.09
H -1.48 0.99 2.39
H -1.50 1.24 1.64
H 0.93 1.48 0.66
H 1.47 -0.21 0.38
H 1.71 -0.79 -2.05
H 2.21 0.92 -2.15
H 0.95 0.31 -3.23
H -0.68 -1.25 -1.49
H -1.75 0.18 -1.62

***

No. 5
18
Properties=species:S:1:pos:R:3 method="wB97M-V/def2-TZVPD" gap_ev=10.13 homo_ev=-9.0994 smiles="CC[C@H](C=O)NC"
C 1.55 0.34 -2.02
N 1.17 0.76 -0.67
C -2.30 -0.65 -0.26
C -1.24 0.44 -0.36
C 0.18 -0.07 -0.02
C 0.29 0.05 1.47
O 0.34 -0.84 2.28
H 1.98 1.16 -2.56
H 2.25 -0.51 -2.00
H 0.65 0.00 -2.51
H 1.98 0.91 -0.09
H -2.60 -0.82 0.78
H -3.25 -0.35 -0.71
H -2.00 -1.62 -0.65
H -1.18 0.81 -1.37
H -1.54 1.19 0.37
H 0.20 -1.13 -0.26
H 0.29 1.10 1.84

***

No. 6
18
Properties=species:S:1:pos:R:3 method="wB97M-V/def2-TZVPD" gap_ev=9.04 homo_ev=-8.2296 smiles="C=C/C=C/CN.O"
N 0.05 2.72 1.17
C 0.33 2.52 -0.22
C -1.37 -2.13 -0.35
C -0.86 -1.02 -0.90
C -0.43 0.14 -0.12
C 0.28 1.12 -0.69
H 0.15 2.04 1.89
H -0.07 3.69 1.43
H -0.31 3.15 -0.85
H 1.33 2.93 -0.46
H -1.38 -2.32 0.72
H -1.90 -2.85 -0.96
H -0.31 -1.13 -1.83
H -0.83 0.25 0.88
H 0.83 0.83 -1.58
H 2.15 -3.57 0.93
H 1.06 -3.15 0.00
O 1.25 -3.23 0.94

***

No. 7
18
Properties=species:S:1:pos:R:3 method="wB97M-V/def2-TZVPD" gap_ev=7.19 homo_ev=-6.4471
C 2.69 0.66 0.13
O 1.45 0.98 -0.46
C 0.62 -0.14 -0.63
C -0.13 -0.59 0.65
N -1.40 0.08 0.19
C -2.70 -0.58 0.51
C -0.74 0.29 -1.19
H 3.26 1.58 0.20
H 3.25 -0.06 -0.50
H 2.57 0.23 1.13
H 1.15 -0.93 -1.17
H -0.31 -1.66 0.70
H 0.24 -0.21 1.60
H -1.54 0.95 0.69
H -2.61 -1.64 0.21
H -3.41 -0.09 -0.18
H -0.77 1.31 -1.57
H -1.18 -0.42 -1.89

***

No. 8
18
Properties=species:S:1:pos:R:3 method="wB97M-V/def2-TZVPD" gap_ev=8.91 homo_ev=-8.3567 smiles="C=C/C(C)=C/N.O"
C -1.52 -0.56 -0.50
N -0.18 1.09 1.73
C 0.29 0.92 0.39
C -0.38 0.44 -0.66
C -0.10 0.85 -2.06
C 1.09 1.24 -2.51
H -1.31 -1.23 0.34
H -2.43 0.03 -0.45
H -1.48 -1.32 -1.28
H -1.18 0.92 1.64
H 0.15 0.38 2.39
H 1.19 1.48 0.14
H -0.96 0.54 -2.66
H 1.91 1.40 -1.82
H 1.15 1.82 -3.42
H 0.46 -2.78 3.39
H 0.61 -2.26 1.95
O 0.87 -2.97 2.53

***

No. 9
18
Properties=species:S:1:pos:R:3 method="wB97M-V/def2-TZVPD" gap_ev=8.68 homo_ev=-8.0649
C 1.22 0.10 0.33
C 2.24 -0.90 0.83
C -1.50 -0.88 -1.05
C -0.99 0.35 -0.30
N -2.03 1.27 -0.06
C -0.08 0.11 0.82
O 1.92 1.22 -0.15
H 1.41 2.01 0.08
H 0.13 0.49 -1.03
H -1.75 2.15 0.35
H -2.74 1.35 -0.77
H -0.42 -0.29 1.78
H 2.71 -0.52 1.74
H 3.02 -1.05 0.08
H 1.77 -1.86 1.06
H -2.31 -1.34 -0.47
H -1.89 -0.61 -2.04
H -0.71 -1.61 -1.19

***

No. 10
18
Properties=species:S:1:pos:R:3 method="wB97M-V/def2-TZVPD" gap_ev=9.27 homo_ev=-8.2908
C 0.78 1.30 -0.25
C 2.00 0.51 0.05
C -0.53 -0.39 0.06
C -0.89 -0.84 -1.33
C -1.64 0.05 0.97
N 0.47 -1.18 0.65
O 1.70 -0.93 0.05
H 0.46 2.02 0.48
H 0.61 1.59 -1.28
H 2.78 0.58 -0.70
H 2.42 0.75 1.04
H -1.51 -0.11 -1.83
H -1.45 -1.78 -1.27
H 0.00 -1.03 -1.91
H -2.23 -0.80 1.31
H -2.30 0.75 0.46
H -1.22 0.55 1.85
H 0.54 -1.04 1.66

***

No. 11
18
Properties=species:S:1:pos:R:3 method="wB97M-V/def2-TZVPD" gap_ev=10.64 homo_ev=-9.5004 smiles=C[C@H]1CN1CCO
C 1.75 0.31 -1.39
C 1.00 -0.51 -0.37
C 1.36 -0.53 1.07
N 0.20 0.20 0.61
C -1.11 -0.37 0.88
C -2.10 0.26 -0.09
O -2.17 1.65 0.10
H 1.06 0.65 -2.18
H 2.54 -0.27 -1.86
H 2.19 1.19 -0.93
H 0.56 -1.44 -0.75
H 2.19 0.07 1.44
H 1.19 -1.45 1.62
H -1.12 -1.47 0.80
H -1.40 -0.10 1.91
H -1.79 0.02 -1.12
H -3.11 -0.15 0.05
H -1.25 1.94 0.21

***

No. 12
18
Properties=species:S:1:pos:R:3 method="wB97M-V/def2-TZVPD" gap_ev="8.00 / 8.00" homo_ev="-7.0642 / -7.0648"
C 2.77 0.43 -0.02
O 1.56 0.75 -0.65
C 0.65 -0.29 -0.59
C -0.14 -0.67 0.70
N -1.27 -0.51 -0.06
C -2.64 -0.86 0.22
C -0.71 -0.04 -1.18
H 3.42 1.31 -0.09
H 3.27 -0.42 -0.52
H 2.61 0.18 1.04
H 1.07 -1.23 -0.99
H -0.03 -1.61 1.25
H -0.04 2.33 0.29
H -2.91 -0.50 1.21
H -2.76 -1.95 0.18
H -3.29 -0.40 -0.53
H -0.58 2.83 0.20
H -1.12 0.71 -1.85

***

No. 13
18
Properties=species:S:1:pos:R:3 method="wB97M-V/def2-TZVPD" gap_ev=9.60 homo_ev=-9.0228 smiles="C=C/C=C/CN.O"
N 2.41 1.32 0.01
C 1.11 1.24 0.73
C -2.81 -0.28 -2.14
C -1.82 -0.50 -1.18
C -1.13 0.56 -0.47
C 0.09 0.34 0.03
H 2.44 0.48 -0.66
H 2.65 2.27 -0.26
H 0.75 2.33 0.71
H 1.57 0.99 1.74
H -3.39 -1.15 -2.48
H -3.14 0.64 -2.60
H -1.58 -1.52 -0.85
H -1.84 1.32 -0.21
H 0.60 -0.57 -0.43
H 1.96 -2.27 3.14
H 0.82 -2.39 2.11
O 1.32 -2.82 2.80

***

No. 14
18
Properties=species:S:1:pos:R:3 method="wB97M-V/def2-TZVPD" gap_ev=10.47 homo_ev=-9.5695 smiles="CCCNC(C)=O"
C -2.33 -0.28 -0.56
C -1.47 0.81 0.07
C -0.60 0.31 1.23
N 0.56 -0.45 0.76
C 1.65 0.25 0.34
O 1.72 1.46 0.48
C 2.77 -0.48 -0.37
H -2.90 0.11 -1.41
H -1.72 -1.11 -0.93
H -3.05 -0.68 0.16
H -0.80 1.26 -0.67
H -2.11 1.62 0.44
H -0.21 1.16 1.79
H -1.19 -0.32 1.92
H 0.51 -1.45 0.70
H 2.94 0.06 -1.30
H 2.59 -1.54 -0.60
H 3.69 -0.39 0.22

***

No. 15
18
Properties=species:S:1:pos:R:3 method="wB97M-V/def2-TZVPD" gap_ev="11.17 / 6.21" s2=0.75 homo_ev="-15.3579 / -15.2920" total_charge=+1 multiplicity=2
C -0.91 0.57 -2.35
C -0.01 -0.15 -1.29
C 0.40 0.87 -0.01
C -0.56 0.45 1.00
N -0.35 -0.80 1.51
C 0.88 -0.88 2.27
O -1.53 1.14 1.31
H -1.15 -0.14 -3.22
H -1.92 0.66 -1.89
H -0.51 1.54 -2.66
H 0.96 -0.44 -1.76
H -0.53 -1.13 -1.09
H 1.48 0.74 0.21
H 0.35 1.97 -0.19
H -0.51 -1.54 0.80
H 0.73 -1.20 3.32
H 1.64 -1.64 1.78
H 1.56 0.00 2.25

***

No. 16
18
Properties=species:S:1:pos:R:3 method="wB97M-V/def2-TZVPD" gap_ev="10.84 / 6.86" s2=0.75 homo_ev="-14.4563 / -14.4540" total_charge=+1 multiplicity=2
C -0.34 1.17 1.22
N -0.46 0.53 -0.05
C -1.87 -0.03 -0.18
C 0.86 -1.49 0.15
C 0.52 -0.30 -0.73
C 1.65 0.62 -1.05
O 2.81 0.34 -1.22
H -1.03 2.08 1.37
H 0.66 1.61 1.43
H -0.66 0.49 2.02
H -2.40 0.32 -1.05
H -1.71 -1.10 -0.41
H -2.38 0.12 0.78
H 1.36 -2.08 -0.63
H 1.68 -1.30 0.93
H 0.10 -2.17 0.51
H -0.03 -0.57 -1.65
H 1.23 1.76 -1.44

***

No. 17
18
Properties=species:S:1:pos:R:3 method="wB97M-V/def2-TZVPD" gap_ev="12.38 / 7.75" s2=0.76 homo_ev="-16.1253 / -16.0181" total_charge=+1 multiplicity=2
C 1.16 -1.07 1.00
N 0.45 -0.62 -0.18
C 0.93 -1.11 -1.44
C -0.04 1.73 -0.27
C -0.64 0.30 -0.13
C -1.53 0.19 1.13
O 1.09 -0.48 2.03
H 1.77 -1.96 0.82
H 0.19 -1.79 -1.87
H 1.05 -0.29 -2.15
H 1.89 -1.62 -1.33
H -0.87 2.41 -0.07
H 0.83 1.88 0.36
H 0.23 1.93 -1.31
H -1.30 0.09 -0.96
H -1.58 -0.84 1.49
H -2.54 0.52 0.92
H -1.09 0.72 1.96

***

No. 18
18
Properties=species:S:1:pos:R:3 method="wB97M-V/def2-TZVPD" gap_ev="10.83 / 5.05" s2=0.76 homo_ev="-14.1645 / -13.8892" total_charge=+1 multiplicity=2
C -1.78 -1.42 -0.86
N -0.27 -1.15 -0.80
C -0.03 -0.22 0.28
C 0.25 1.18 -0.46
C 0.82 2.37 0.37
O 1.94 2.47 0.84
C 1.27 -0.65 0.99
H -2.25 -0.46 -1.17
H -1.91 -2.26 -1.60
H -2.14 -1.55 0.22
H 0.09 -2.07 -0.61
H -0.90 -0.13 0.94
H -0.75 1.62 -0.58
H 0.71 1.18 -1.49
H 0.16 3.30 0.29
H 1.58 0.23 1.61
H 2.02 -0.99 0.27
H 1.20 -1.44 1.76

***

No. 19
18
Properties=species:S:1:pos:R:3 method="wB97M-V/def2-TZVPD" gap_ev="9.27 / 6.66" s2=0.78 homo_ev="-14.2701 / -14.1401" total_charge=+1 multiplicity=2
N -1.11 -0.92 1.82
C -1.13 -1.07 0.44
C -1.61 -2.10 -0.28
C 0.30 2.49 -0.30
C 0.32 1.10 0.29
C -0.64 0.15 -0.18
H -1.58 -1.68 2.39
H -0.45 -0.24 2.11
H -1.60 -3.11 0.15
H -1.52 -2.13 -1.39
H -0.53 3.07 0.20
H 0.33 2.41 -1.41
H 1.33 2.93 -0.12
H 1.26 0.95 0.92
H -1.00 0.40 -1.22
H 2.54 -0.98 -1.90
H 2.31 -0.28 -0.56
O 2.76 -0.98 -0.97

***

No. 20
18
Properties=species:S:1:pos:R:3 method="wB97M-V/def2-TZVPD" gap_ev="7.61 / 7.52" s2=0.76 homo_ev="-14.0741 / -14.3165" total_charge=+1 multiplicity=2
C -1.55 1.06 1.82
N -0.73 -1.45 0.64
C -0.49 -0.32 0.02
C -1.14 0.81 0.39
C -0.57 2.07 -0.34
C 0.21 1.92 -1.50
H -0.67 1.22 2.40
H -2.30 1.76 2.01
H -2.02 0.18 2.28
H -1.52 -1.88 0.21
H -0.10 -2.26 0.82
H 0.15 -0.39 -0.84
H -0.97 3.00 0.10
H -0.22 1.40 -2.37
H 1.32 1.83 -1.57
H 3.68 -2.57 -0.22
H 2.26 -2.80 -1.05
O 3.33 -2.82 -1.07

***

No. 21
29
Properties=species:S:1:pos:R:3 method="wB97M-V/def2-TZVPD" gap_ev=10.25 homo_ev=-11.0487 smiles="C[N+](=O)[O-].O=S1(=O)OCCO1.O=S1(=O)OCCO1"
C 0.77 -1.19 0.37
N 0.74 -2.05 -0.83
O 0.23 -3.20 -0.60
O 1.22 -1.65 -1.90
H 0.33 -0.21 0.22
H 1.84 -1.07 0.55
H 0.37 -1.62 1.29
C 1.63 3.04 -2.38
C 1.85 2.96 -0.91
O 3.08 3.50 -0.59
S 3.82 4.30 -1.89
O 4.96 3.37 -2.24
O 4.16 5.70 -1.64
O 2.47 4.14 -2.87
H 0.59 3.12 -2.68
H 2.00 2.09 -2.78
H 1.68 2.05 -0.33
H 1.09 3.57 -0.41
C -2.59 -3.48 2.06
C -3.17 -2.94 0.76
O -3.56 -1.60 0.95
S -3.21 -1.02 2.45
O -4.43 -1.16 3.29
O -2.37 0.21 2.44
O -2.27 -2.34 2.81
H -1.64 -3.99 1.89
H -3.29 -4.15 2.56
H -3.97 -3.55 0.33
H -2.34 -2.84 0.07

***

No. 22
19
Properties=species:S:1:pos:R:3 method="wB97M-V/def2-TZVPD" gap_ev="6.86 / 5.62" s2=0.77 homo_ev="-3.9656 / -3.7643" total_charge=-1 multiplicity=2
O 2.22 0.89 2.54
C 2.08 -1.59 0.88
O -1.01 -2.58 -0.71
C 0.91 -1.04 0.43
C -1.84 1.95 -2.08
C -1.02 2.15 -1.13
C -2.10 0.62 -1.51
N 0.51 0.18 0.69
H 2.30 -2.64 0.88
H 2.66 -1.03 1.60
H -1.38 -0.18 -1.62
H -1.10 3.08 -0.44
H -0.15 0.78 0.21
H 0.11 -1.74 -0.04
H -2.41 0.45 -0.45
H -2.32 2.19 -3.02
H -0.88 -3.45 -1.10
H 2.47 1.31 3.35
H 0.93 0.65 1.53

***

No. 23
19
Properties=species:S:1:pos:R:3 method="wB97M-V/def2-TZVPD" gap_ev="2.89 / 6.85" s2=0.75 homo_ev="0.6296 / -3.3573" total_charge=-1 multiplicity=2
C -0.45 0.90 0.55
C 0.09 2.25 0.92
O -0.34 3.24 0.02
C 0.35 0.29 -0.73
N 1.05 -0.91 -0.24
C 0.41 -2.18 -0.67
C -0.71 -2.41 0.31
O -1.87 -2.79 0.02
H -1.53 0.88 0.38
H -0.32 0.22 1.40
H -0.07 2.55 1.98
H 1.18 2.34 0.97
H -0.95 2.88 -0.65
H -0.45 0.06 -1.43
H 1.00 1.08 -1.12
H 2.01 -0.96 -0.57
H 0.01 -2.24 -1.71
H 1.19 -2.99 -0.80
H -0.60 -2.22 1.37

***

No. 24
19
Properties=species:S:1:pos:R:3 method="wB97M-V/def2-TZVPD" gap_ev=9.33 homo_ev=-9.0247
C 1.55 -1.46 0.71
C 0.45 -0.67 0.04
C -0.87 -0.24 0.46
C 0.20 0.81 0.30
C 0.34 1.62 1.51
H 2.38 -1.13 0.17
H 1.41 -1.22 1.76
H 1.28 -2.52 0.78
H -0.71 -0.86 -1.32
H -1.14 -0.61 1.37
H -3.06 -0.51 -0.08
H -1.74 0.36 -1.51
H 0.06 0.88 2.28
H -0.47 2.37 1.65
H 1.32 2.29 1.63
H 0.36 0.66 -1.68
N -1.82 -0.56 -0.63
O 0.39 -0.94 -1.31
O -0.02 1.43 -1.04

***

No. 25
19
Properties=species:S:1:pos:R:3 method="wB97M-V/def2-TZVPD" gap_ev=9.28 homo_ev=-8.5559 smiles="CNC(=O)O.C=CC"
C -1.64 0.69 1.41
C 1.21 0.58 -0.47
C -1.29 0.39 -0.01
C -2.14 0.53 -1.02
O 1.48 1.54 0.46
O 1.38 0.70 -1.66
H 1.58 2.38 -0.01
H -1.83 1.74 1.63
H -0.84 0.43 2.11
H -2.51 0.10 1.74
H -3.18 0.79 -0.86
H -1.83 0.39 -2.05
C 1.74 -1.88 -0.52
N 1.20 -0.72 0.18
H 1.43 -0.66 1.17
H -0.36 -0.50 -0.03
H 1.23 -2.77 -0.17
H 1.54 -1.75 -1.58
H 2.81 -1.99 -0.34

***

No. 26
19
Properties=species:S:1:pos:R:3 method="wB97M-V/def2-TZVPD" gap_ev=10.38 homo_ev=-9.5338 smiles="CNC(=O)C[C@@H](C)O"
C 0.58 0.48 -0.52
C -1.04 0.34 -0.42
C -1.85 1.11 -1.37
O -1.41 -1.04 -0.51
C 1.05 -0.97 -0.18
N 1.29 -1.28 1.10
C 1.25 -0.16 2.02
O 1.23 -1.78 -1.08
H 0.87 0.42 -1.61
H 1.06 1.35 -0.05
H -1.44 0.59 0.64
H -1.25 2.10 -1.52
H -2.09 0.41 -2.28
H -2.84 1.27 -1.01
H -1.21 -1.32 -1.42
H 1.85 -2.07 1.36
H 1.79 0.73 1.61
H 1.84 -0.43 2.84
H 0.30 0.25 2.38

***

Summary of energy above the lowest of the compared OMol25 structures with the same formula, charge and spin in eV
6.288, 12.636, 2.918, 6.289, 1.598, 3.035, 4.984, 2.784, 4.063, 3.849, 1.943, 5.677, 3.626, 0.105, 3.326, 2.626, 1.231, 3.163, 2.689, 4.735, 2.018, 8.061, 2.061, 6.581, 3.024, 1.898
(order as listed above)
Summary of calculated total energy in eV
-8895.409, -8889.062, -8898.779, -8895.408, -8900.100, -8898.663, -8896.714, -8898.913, -8897.634, -8897.848, -8899.754, -8896.021, -8898.072, -8901.593, -8890.010, -8890.711, -8892.105, -8890.173, -8890.648, -8888.602, -48992.112, -10939.776, -10945.777, -10942.686, -10946.243, -10947.369
(order as listed above)